Formula: C31H67Cl21N4O8
Source: OMol25
Level of theory: ωB97M-V/def2-TZVPD

Bonds (Å) are listed after each position.
Element x y z (Å)
1 Cl 2.11 -1.31 -5.11  C37 1.843
2 Cl -7.83 -4.40 2.61  C35 1.769
3 Cl -5.65 -6.60 7.34  C51 1.816
4 Cl 1.53 4.46 4.80  C34 1.789
5 Cl 6.79 7.22 -4.07  C54 1.770
6 Cl 8.37 4.77 -3.76  C54 1.781
7 Cl -9.58 -2.03 3.00  C35 1.834
8 Cl 3.71 4.97 2.81  C34 1.775
9 Cl -4.07 -4.15 8.06  C51 1.815
10 Cl 2.97 -0.36 7.73  C47 1.779
11 Cl -8.99 -2.89 0.35  C35 1.762
12 Cl 3.00 -7.53 -2.55  C45 1.739
13 Cl 1.73 -4.84 -2.43  C45 1.785
14 Cl 0.46 1.00 -5.61  C37 1.741
15 Cl 5.55 1.15 7.84  C47 1.808
16 Cl 5.26 -1.32 6.21  C47 1.768
17 Cl -0.79 -1.62 -5.69  C37 1.769
18 Cl -3.81 -5.45 5.36  C51 1.780
19 Cl 5.92 5.20 -2.20  C54 1.752
20 Cl 1.97 -6.34 -4.93  C45 1.795
21 Cl 0.95 6.07 2.41  C34 1.813
22 O 1.83 0.90 0.65  C42 1.422, C48 1.435
23 O 14.40 2.36 0.14  C49 1.442, C60 1.367
24 O -1.19 0.28 3.92  C55 1.411, C62 1.453
25 O 10.15 2.62 2.48  C36 1.456, C57 1.414
26 O -9.10 1.47 -0.60  C43 1.467, C50 1.391
27 O -11.13 -0.99 -6.26  C40 1.482, C64 1.431
28 O -2.92 0.39 -1.33  C46 1.440, C53 1.438
29 O -1.93 -4.67 0.02  C44 1.420, C59 1.408
30 N -9.54 0.71 -3.35  C58 1.467, C63 1.500, H120 1.010
31 N 1.44 -0.59 2.95  C52 1.443, C61 1.479, H69 1.010
32 N -3.79 -2.44 -0.77  C41 1.476, C56 1.449, H114 1.010
33 N 11.70 3.41 0.08  C38 1.462, C39 1.495, H131 1.010
34 C 1.97 4.74 3.09  Cl4 1.789, Cl8 1.775, Cl21 1.813, H76 1.090
35 C -8.28 -2.81 1.96  Cl2 1.769, Cl7 1.834, Cl11 1.762, H75 1.090
36 C 9.05 1.82 3.01  O25 1.456, H66 1.090, H68 1.090, H80 1.090
37 C 0.43 -0.60 -4.91  Cl1 1.843, Cl14 1.741, Cl17 1.769, H115 1.090
38 C 12.85 4.14 -0.45  N33 1.462, C60 1.575, H83 1.090, H91 1.090
39 C 10.79 4.34 0.80  N33 1.495, C57 1.521, H98 1.090, H106 1.090
40 C -10.22 -1.27 -7.40  O27 1.482, H96 1.090, H99 1.090, H126 1.090
41 C -4.02 -3.87 -1.07  N32 1.476, C59 1.534, H87 1.090, H108 1.090
42 C 1.80 1.69 -0.54  O22 1.422, H74 1.090, H94 1.090, H102 1.090
43 C -8.49 2.45 0.31  O26 1.467, H90 1.090, H107 1.090, H112 1.090
44 C -1.21 -5.50 0.92  O29 1.420, H79 1.090, H103 1.090, H124 1.090
45 C 1.77 -6.46 -3.15  Cl12 1.739, Cl13 1.785, Cl20 1.795, H125 1.090
46 C -2.76 1.76 -0.91  O28 1.440, H85 1.090, H105 1.090, H113 1.090
47 C 4.45 0.12 6.85  Cl10 1.779, Cl15 1.808, Cl16 1.768, H121 1.090
48 C 1.74 -0.53 0.56  O22 1.435, C52 1.532, H93 1.090, H122 1.090
49 C 15.46 1.45 -0.22  O23 1.442, H92 1.090, H123 1.090, H129 1.090
50 C -10.11 2.04 -1.36  O26 1.391, C63 1.531, H88 1.090, H89 1.090
51 C -4.09 -5.69 7.10  Cl3 1.816, Cl9 1.815, Cl18 1.780, H128 1.090
52 C 2.35 -0.96 1.90  N31 1.443, C48 1.532, H77 1.090, H78 1.090
53 C -4.30 -0.01 -1.36  O28 1.438, C56 1.636, H73 1.090, H95 1.090
54 C 6.73 5.48 -3.73  Cl5 1.770, Cl6 1.781, Cl19 1.752, H104 1.090
55 C -2.07 0.24 2.81  O24 1.411, H70 1.090, H110 1.090, H119 1.090
56 C -4.37 -1.59 -1.79  N32 1.449, C53 1.636, H82 1.090, H109 1.090
57 C 9.71 3.51 1.47  O25 1.414, C39 1.521, H81 1.090, H111 1.090
58 C -9.77 -0.32 -4.37  N30 1.467, C64 1.540, H67 1.090, H72 1.090
59 C -3.33 -4.83 -0.10  O29 1.408, C41 1.534, H65 1.090, H127 1.090
60 C 13.94 3.11 -0.91  O23 1.367, C38 1.575, H116 1.090, H130 1.090
61 C 0.39 -1.60 3.21  N31 1.479, C62 1.546, H97 1.090, H100 1.090
62 C -0.63 -1.03 4.21  O24 1.453, C61 1.546, H86 1.090, H117 1.090
63 C -10.65 1.05 -2.39  N30 1.500, C50 1.531, H101 1.090, H118 1.090
64 C -10.83 0.11 -5.40  O27 1.431, C58 1.540, H71 1.090, H84 1.090
65 H -3.64 -5.80 -0.48  C59 1.090
66 H 8.37 1.51 2.22  C36 1.090
67 H -10.07 -1.26 -3.92  C58 1.090
68 H 8.40 2.35 3.70  C36 1.090
69 H 0.94 0.24 2.68  N31 1.010
70 H -2.90 -0.39 3.12  C55 1.090
71 H -10.55 0.89 -6.11  C64 1.090
72 H -8.88 -0.53 -4.97  C58 1.090
73 H -4.76 0.07 -0.38  C53 1.090
74 H 2.59 1.27 -1.16  C42 1.090
75 H -7.42 -2.15 1.98  C35 1.090
76 H 1.65 3.86 2.54  C34 1.090
77 H 2.70 -2.00 1.90  C52 1.090
78 H 3.19 -0.27 1.99  C52 1.090
79 H -0.13 -5.42 0.76  C44 1.090
80 H 9.42 0.93 3.52  C36 1.090
81 H 8.97 4.19 1.89  C57 1.090
82 H -3.80 -1.71 -2.71  C56 1.090
83 H 13.24 4.89 0.24  C38 1.090
84 H -11.75 0.34 -4.87  C64 1.090
85 H -3.08 1.92 0.12  C46 1.090
86 H -1.53 -1.65 4.28  C62 1.090
87 H -3.81 -4.17 -2.10  C41 1.090
88 H -10.96 2.49 -0.85  C50 1.090
89 H -9.66 2.88 -1.89  C50 1.090
90 H -7.78 1.98 0.98  C43 1.090
91 H 12.46 4.78 -1.25  C38 1.090
92 H 14.99 0.74 -0.89  C49 1.090
93 H 0.71 -0.88 0.46  C48 1.090
94 H 0.94 1.50 -1.19  C42 1.090
95 H -4.90 0.63 -2.00  C53 1.090
96 H -10.03 -0.27 -7.80  C40 1.090
97 H 0.86 -2.50 3.61  C61 1.090
98 H 10.45 5.17 0.17  C39 1.090
99 H -9.27 -1.69 -7.08  C40 1.090
100 H -0.23 -1.85 2.35  C61 1.090
101 H -11.35 1.70 -2.91  C63 1.090
102 H 2.02 2.72 -0.26  C42 1.090
103 H -1.36 -5.35 1.99  C44 1.090
104 H 6.25 4.85 -4.48  C54 1.090
105 H -1.69 1.93 -1.00  C46 1.090
106 H 11.22 4.84 1.67  C39 1.090
107 H -7.89 3.14 -0.29  C43 1.090
108 H -5.07 -4.17 -1.06  C41 1.090
109 H -5.38 -1.91 -2.04  C56 1.090
110 H -1.53 -0.15 1.95  C55 1.090
111 H 9.26 2.94 0.65  C57 1.090
112 H -9.20 3.10 0.83  C43 1.090
113 H -3.29 2.50 -1.51  C46 1.090
114 H -2.81 -2.28 -0.92  N32 1.010
115 H 0.27 -0.52 -3.84  C37 1.090
116 H 14.61 3.84 -1.36  C60 1.090
117 H -0.20 -0.96 5.21  C62 1.090
118 H -11.13 0.19 -1.94  C63 1.090
119 H -2.42 1.20 2.44  C55 1.090
120 H -8.75 0.39 -2.81  N30 1.010
121 H 4.14 0.63 5.94  C47 1.090
122 H 2.44 -0.94 -0.17  C48 1.090
123 H 15.69 0.95 0.72  C49 1.090
124 H -1.42 -6.52 0.64  C44 1.090
125 H 0.79 -6.83 -2.84  C45 1.090
126 H -10.60 -1.88 -8.22  C40 1.090
127 H -3.73 -4.67 0.90  C59 1.090
128 H -3.27 -6.32 7.45  C51 1.090
129 H 16.30 1.96 -0.71  C49 1.090
130 H 13.48 2.49 -1.68  C60 1.090
131 H 12.07 2.60 0.57  N33 1.010

Results
structure (SMILES)	COCCNCCOC.COCCNCCOC.COCCNCCOC.COCCNCCOC.ClC(Cl)Cl.ClC(Cl)Cl.ClC(Cl)Cl.ClC(Cl)Cl.ClC(Cl)Cl.ClC(Cl)Cl.ClC(Cl)Cl
charge	0
E	-11705.958810	Ha
maximum force	0.0684	Eh/bohr
E_HOMO	-0.31248	hartree
orbital gap	8.7	eV
LUMO	0.159	eV